{"formula": "C22H24NO4S", "method": "ωB97M-V/def2-TZVPD", "multiplicity": 1, "charge": -1, "max_force_ev_per_a": 1.8, "homo_energy_ev": -3.60, "species": ["C", "C", "C", "C", "C", "S", "N", "C", "C", "C", "C", "C", "C", "C", "O", "O", "C", "C", "H", "H", "H", "H", "H", "H", "H", "H", "H", "H", "H", "H", "H", "C", "C", "C", "C", "C", "O", "C", "C", "O", "C", "H", "H", "H", "H", "H", "H", "H", "H", "H", "H", "H"], "positions_angstrom": [[6.775, -2.001, -2.403], [5.519, -1.183, -2.363], [4.942, -0.837, -1.136], [3.788, -0.061, -1.078], [3.197, 0.368, -2.270], [1.838, 1.525, -2.208], [0.506, 0.498, -2.011], [-0.635, 0.963, -1.615], [-1.793, 0.107, -1.781], [-3.084, 0.652, -1.820], [-4.153, -0.169, -2.152], [-3.948, -1.546, -2.351], [-2.656, -2.096, -2.262], [-1.571, -1.261, -1.997], [1.919, 2.359, -1.033], [1.790, 2.089, -3.533], [3.757, 0.027, -3.507], [4.910, -0.751, -3.542], [7.073, -2.196, -3.436], [7.606, -1.491, -1.899], [6.635, -2.964, -1.897], [5.413, -1.168, -0.213], [3.340, 0.231, -0.130], [-0.822, 2.004, -1.287], [-3.178, 1.733, -1.705], [-5.141, 0.269, -2.295], [-4.795, -2.195, -2.596], [-2.481, -3.159, -2.445], [-0.540, -1.605, -2.070], [3.303, 0.380, -4.430], [5.352, -1.020, -4.501], [-2.525, 0.634, 5.335], [-2.323, 0.516, 3.813], [-3.453, -0.316, 3.202], [-2.323, 1.914, 3.150], [-1.965, 1.896, 1.641], [-2.504, 2.683, 0.846], [-0.954, 0.961, 1.258], [-0.614, -0.209, 2.011], [-0.025, -1.180, 1.515], [-0.971, -0.172, 3.515], [-1.730, 1.228, 5.811], [-3.487, 1.111, 5.573], [-2.523, -0.360, 5.808], [-3.311, -0.389, 2.121], [-3.452, -1.325, 3.637], [-4.419, 0.166, 3.408], [-3.306, 2.390, 3.288], [-1.543, 2.518, 3.650], [-0.276, 1.211, 0.453], [-0.183, 0.419, 4.019], [-0.979, -1.198, 3.912]], "atomic_forces_ev_per_a": [[0.22, -0.17, 0.02], [-0.32, 0.19, 0.08], [-0.15, 0.10, -0.07], [-0.06, 0.01, -0.31], [0.35, 0.08, 0.14], [-1.45, -0.78, 0.63], [0.39, 0.66, -0.48], [1.19, 0.74, -0.71], [-0.62, -0.84, 0.26], [0.68, 0.00, -0.38], [-0.01, -0.50, -0.09], [0.22, 0.18, 0.11], [-0.13, 0.39, -0.01], [-0.51, 0.08, -0.43], [0.56, 0.00, -0.49], [-0.11, 0.22, 0.20], [-0.19, 0.06, 0.30], [-0.04, -0.01, 0.19], [0.02, -0.02, 0.12], [-0.15, -0.05, -0.09], [0.02, 0.14, -0.10], [-0.09, 0.04, -0.13], [0.11, -0.09, -0.16], [0.22, -0.45, -0.25], [-0.19, -0.35, 0.22], [0.18, -0.20, 0.16], [0.28, 0.25, 0.08], [-0.17, 0.31, 0.07], [-0.38, -0.04, 0.34], [0.03, -0.01, 0.27], [-0.10, 0.07, 0.17], [-0.02, -0.02, -0.07], [0.25, 0.08, -0.25], [-0.01, 0.04, 0.24], [-0.13, -0.22, -0.10], [0.83, -0.71, 0.17], [-0.04, 0.33, 0.27], [0.11, 0.18, 0.92], [-0.18, 0.83, -0.14], [0.19, -0.03, 0.50], [-0.28, -0.05, -0.11], [-0.13, -0.10, -0.19], [0.16, -0.06, -0.10], [0.01, 0.18, -0.14], [-0.12, -0.08, 0.08], [-0.09, 0.13, -0.13], [0.09, -0.17, -0.09], [0.26, 0.02, -0.03], [-0.33, 0.00, -0.19], [-0.42, -0.25, -0.14], [-0.11, -0.34, -0.16], [0.12, 0.21, -0.04]], "mulliken_charge": [-1.323, 0.946, -0.739, -0.303, 0.111, 1.271, -0.368, -0.681, 0.989, -0.272, -0.738, -0.336, -0.571, -0.340, -0.657, -0.723, -0.488, -0.651, 0.341, 0.305, 0.315, 0.344, 0.440, 0.565, 0.343, 0.362, 0.351, 0.357, 0.391, 0.410, 0.257, -2.064, 2.014, -1.798, -1.030, 0.210, -0.780, -0.500, 0.398, -0.786, -1.057, 0.402, 0.401, 0.398, 0.380, 0.417, 0.418, 0.284, 0.368, 0.739, 0.397, 0.283]}

---

{"formula": "C22H25AsClF6N4RhS2Sb", "method": "ωB97M-V/def2-TZVPD", "multiplicity": 2, "charge": 2, "max_force_ev_per_a": 1.4, "homo_energy_ev": [-14.31, -14.32], "species": ["Rh", "C", "S", "C", "S", "N", "N", "C", "C", "C", "C", "C", "C", "N", "H", "H", "H", "H", "H", "H", "H", "H", "C", "As", "C", "C", "C", "C", "C", "C", "C", "C", "H", "H", "H", "H", "H", "H", "H", "H", "H", "H", "H", "H", "H", "Cl", "C", "C", "C", "C", "N", "C", "H", "H", "H", "H", "F", "Sb", "F", "F", "F", "F", "F"], "positions_angstrom": [[-0.705, 0.630, 0.080], [3.229, -2.720, 0.963], [3.264, -1.150, 1.860], [1.960, -0.250, 1.229], [0.909, -0.894, -0.056], [1.788, 0.966, 1.657], [0.794, 1.614, 0.971], [0.870, 2.879, 0.791], [-0.186, 3.493, 0.000], [-0.195, 4.835, -0.319], [-1.184, 5.315, -1.172], [-2.109, 4.427, -1.689], [-2.041, 3.089, -1.326], [-1.116, 2.627, -0.482], [4.182, -3.184, 1.213], [3.200, -2.563, -0.113], [2.407, -3.339, 1.304], [1.720, 3.432, 1.176], [0.570, 5.489, 0.078], [-1.215, 6.363, -1.438], [-2.881, 4.751, -2.372], [-2.739, 2.372, -1.731], [-1.039, 2.195, 3.295], [-1.458, 0.516, 2.443], [-0.774, -0.785, 3.670], [-3.403, 0.430, 2.251], [-3.895, 0.178, 3.645], [-4.147, 1.241, 4.513], [-4.558, 0.991, 5.813], [-4.713, -0.320, 6.249], [-4.469, -1.380, 5.384], [-4.056, -1.137, 4.085], [-1.472, 2.131, 4.294], [-1.480, 3.032, 2.758], [0.038, 2.303, 3.387], [-1.224, -0.479, 4.616], [0.310, -0.688, 3.712], [-1.072, -1.788, 3.396], [-3.606, -0.389, 1.568], [-3.721, 1.391, 1.845], [-4.054, 2.264, 4.164], [-4.771, 1.814, 6.481], [-5.035, -0.514, 7.263], [-4.604, -2.399, 5.722], [-3.853, -1.965, 3.415], [-2.115, -3.484, -3.536], [-2.637, -2.169, -2.584], [-3.980, -1.952, -2.326], [-4.340, -0.849, -1.566], [-3.353, -0.029, -1.069], [-2.044, -0.252, -1.293], [-1.696, -1.309, -2.042], [-4.724, -2.633, -2.718], [-5.377, -0.635, -1.354], [-3.606, 0.829, -0.461], [-0.646, -1.480, -2.229], [-2.041, -1.810, 0.907], [-1.531, -3.689, 1.123], [0.020, -2.992, 1.997], [-0.587, -3.474, -0.506], [-0.963, -5.437, 1.366], [-3.101, -4.110, 0.197], [-2.431, -3.598, 2.778]], "atomic_forces_ev_per_a": [[1.07, 0.54, -0.66], [-0.09, 0.04, -0.03], [0.06, 0.00, 0.03], [0.06, 0.09, -0.07], [-0.57, -0.20, 0.45], [0.08, 0.09, -0.16], [0.00, -0.19, 0.11], [-0.04, 0.06, 0.07], [0.04, -0.02, 0.00], [0.02, 0.00, 0.00], [-0.01, 0.00, -0.01], [0.01, 0.01, -0.01], [0.04, 0.01, 0.00], [-0.29, -0.02, 0.21], [-0.03, -0.02, 0.05], [0.02, 0.03, 0.01], [-0.08, -0.06, 0.01], [-0.01, 0.02, 0.01], [0.00, 0.00, 0.00], [0.00, 0.00, 0.00], [0.00, 0.00, 0.00], [-0.02, -0.03, 0.01], [-0.01, -0.02, -0.01], [-0.30, -0.11, -0.46], [0.08, 0.08, -0.09], [-0.01, -0.05, 0.17], [0.01, 0.04, -0.05], [-0.03, 0.01, 0.03], [0.00, 0.01, -0.02], [0.00, -0.01, 0.00], [0.00, 0.00, 0.00], [0.02, -0.02, 0.01], [-0.04, 0.02, -0.01], [0.03, 0.01, -0.01], [0.01, 0.00, 0.04], [0.06, -0.02, 0.04], [0.00, -0.04, 0.01], [-0.03, 0.02, 0.03], [-0.04, 0.01, 0.03], [-0.02, 0.00, 0.01], [0.00, 0.00, 0.00], [0.00, 0.00, 0.00], [0.00, 0.00, 0.00], [0.00, 0.00, 0.00], [-0.02, 0.02, 0.02], [0.01, -0.01, 0.00], [-0.01, 0.03, -0.02], [-0.01, -0.01, 0.00], [0.01, 0.01, -0.04], [0.01, 0.01, -0.10], [-0.19, -0.32, 0.46], [0.06, 0.12, -0.09], [0.00, 0.00, 0.00], [0.00, 0.00, 0.00], [0.01, -0.01, 0.02], [0.00, -0.04, 0.04], [0.02, -0.10, 0.23], [-0.13, -0.01, -0.02], [0.18, 0.00, -0.10], [0.06, 0.03, -0.07], [-0.01, -0.02, -0.03], [-0.01, -0.01, -0.05], [0.05, 0.01, -0.01]], "mulliken_spin": [0.481, 0.011, 0.003, -0.013, 0.521, 0.049, 0.003, 0.022, -0.004, -0.002, 0.004, 0.003, -0.011, -0.014, 0.001, -0.001, -0.005, -0.001, 0.000, 0.000, 0.001, -0.001, 0.003, -0.034, -0.004, 0.004, 0.004, -0.001, 0.000, -0.001, 0.000, 0.000, -0.001, -0.001, 0.001, -0.001, 0.000, 0.002, -0.007, 0.009, 0.000, 0.000, 0.000, 0.000, 0.000, 0.000, 0.003, -0.001, 0.003, -0.005, -0.003, -0.002, 0.000, 0.000, 0.000, -0.005, -0.013, -0.003, 0.004, 0.003, 0.000, 0.000, 0.000]}

---

Question: Which of these has the lowest charge?
Answer: C22H24NO4S

---

Question: The lowest charge belongs to which entry?
Answer: C22H24NO4S

---

Question: Look up the charge of the second one.
Answer: +2

---

Question: Look up the charge of the second one.
Answer: +2